Molecular formula: C6H20HfO8
Method: DFT, ωB97M-V/def2-TZVPD

Computed properties:
Lowest unoccupied orbital energy in eV: -13.51
Total charge: +2
Molecular weight in g mol⁻¹: 398.71
Total energy in eV: -24189.37479
HOMO-LUMO gap in eV: 2.4
F_max in eV Å⁻¹: 8.20
E_HOMO in eV: -15.95

Last column: Mulliken charge in e.
Positions of all 35 atoms, in Å:
Hf: 0.169609 -0.733927 1.945896  1.640
C: 0.189542 1.487432 1.631580  0.285
O: 1.913590 -0.540957 3.274165  -0.311
O: -0.376128 -3.835740 -2.111717  -0.382
O: -1.355197 -1.198118 3.025414  -0.732
C: 0.926392 4.859646 1.976812  0.076
O: 1.135886 4.752858 3.394449  -0.350
H: 0.333650 5.693085 1.727389  0.294
H: 1.830150 4.631570 1.368001  0.312
H: 0.214290 4.004621 1.706952  -0.361
H: 0.666691 3.995178 3.541293  0.319
C: 0.367415 -3.820082 1.791839  -0.420
O: 0.671354 -2.403478 1.295921  -0.405
H: 0.661513 -3.951779 2.730140  0.469
H: -0.618299 -3.734388 1.543994  -0.149
H: 0.809570 -4.605241 0.943829  0.231
H: 0.142108 -4.664595 -1.743126  0.344
C: -2.636865 3.192504 -1.295389  -0.369
O: -2.310204 1.964370 -2.049364  -0.465
H: -3.673228 3.234972 -0.974801  0.322
H: -1.990901 3.156900 -0.389586  -0.005
H: -2.485207 4.150928 -1.863537  0.259
H: -2.570039 1.226816 -1.499662  0.286
C: 0.530262 0.289464 -1.704623  -0.723
O: 0.167194 -0.078595 -0.278995  -0.357
H: 0.414589 1.343466 -1.686309  0.312
H: 1.502351 -0.153181 -1.689444  0.429
H: -0.216858 -0.111673 -2.390735  0.307
H: -0.122642 -1.087125 -0.367958  0.456
C: 1.493212 -2.763799 -2.949086  -0.769
O: 0.549439 -2.696282 -1.980506  -0.154
H: 1.706684 -3.738319 -3.211754  0.396
H: 1.515988 -1.951199 -3.638363  0.324
H: 2.461309 -2.349477 -2.368987  0.281
H: -2.017210 -3.565861 2.296258  0.610

Force components x, y, z for each atom (eV/Å):
Hf -1.2 -1.7 3.2
C 0.3 2.8 -0.6
O -1.3 0.6 -1.1
O 1.4 -1.1 0.9
O 1.4 -0.5 -2.2
C -0.1 -2.2 0.3
O 1.4 2.8 -2.1
H 0.1 1.6 -0.4
H -0.4 0.6 0.4
H 0.6 0.1 0.0
H -1.5 -3.0 1.8
C 3.8 1.1 -7.2
O 0.6 -4.3 0.5
H 1.1 -0.6 3.9
H -4.7 -0.5 -0.2
H -1.0 2.0 2.6
H -1.0 2.4 -1.0
C 0.7 -0.3 0.1
O 0.0 1.6 0.1
H -0.2 -0.4 0.0
H -0.4 0.5 -0.4
H 0.3 -1.4 0.1
H -0.4 -0.1 0.1
C -0.7 -0.2 1.1
O -1.8 -2.9 1.1
H 0.5 1.0 -0.4
H 0.7 0.3 -1.1
H 0.3 -0.3 0.2
H 0.8 2.2 -0.5
C 4.5 3.1 2.0
O -2.8 -1.1 1.9
H 0.4 -1.8 -1.3
H -1.2 -0.1 -1.6
H -1.3 -1.4 -0.8
H 1.1 1.3 0.3


Molecular formula: C6H20N3PdS
Method: DFT, ωB97M-V/def2-TZVPD

Computed properties:
Lowest unoccupied orbital energy (spin up / spin down) in eV: -2.41 / -6.14
Expectation value of S²: 6.011
Total charge: +1
Relative energy (zero: lowest compared OMol25 entry of this formula, charge and spin) in kcal/mol: 23.0
Molecular weight in g mol⁻¹: 272.73
Total energy in eV: -25317.55861
HOMO-LUMO gap (spin up / spin down) in eV: 6.1 / 6.3
Spin multiplicity: 5
F_max in eV Å⁻¹: 3.48
E_HOMO (spin up / spin down) in eV: -8.54 / -12.39

Last column: Mulliken charge in e.
Positions of all 31 atoms, in Å:
C: 0.817889 0.762379 -3.918017  -1.178
Pd: -0.101495 -0.279859 -2.365303  -0.258
N: -0.720118 -2.366900 -0.297999  -0.339
H: 0.181441 -0.304938 -4.004645  0.385
H: 0.319123 -2.363123 -0.182198  0.371
H: -0.889503 -1.738573 -1.165598  -0.003
H: 1.427229 0.393689 -4.770918  0.417
H: 1.631527 1.234244 -3.308361  0.253
H: 0.189005 1.556874 -4.326516  0.382
H: -1.146746 -1.820607 0.475392  0.333
H: -1.057940 -3.339983 -0.407839  0.441
C: 2.215192 0.786934 -0.078641  -0.826
N: 1.129788 0.315678 0.816424  0.255
C: 1.530010 -0.271271 2.112696  -0.945
C: -0.143242 0.552664 0.446741  -0.089
S: -0.472292 1.466114 -0.999301  -0.207
N: -1.218022 0.151097 1.246705  0.169
C: -1.198914 0.448814 2.704360  -1.111
C: -2.560932 0.427521 0.683346  -1.229
H: 3.163655 0.575467 0.437924  0.338
H: 2.092895 1.876260 -0.245990  0.366
H: 2.164273 0.229383 -1.035006  0.244
H: 1.391434 0.478226 2.927090  0.314
H: 0.963245 -1.212713 2.313716  0.313
H: 2.602840 -0.486490 1.973774  0.346
H: -0.751831 1.422608 2.988244  0.281
H: -2.236646 0.487886 3.065199  0.359
H: -0.725052 -0.409725 3.198215  0.363
H: -2.726061 1.516737 0.595559  0.406
H: -2.647679 -0.050533 -0.308083  0.391
H: -3.223081 -0.037849 1.429028  0.457

Force components x, y, z for each atom (eV/Å):
C 1.5 1.0 -3.0
Pd -0.9 -1.6 1.7
N 0.7 -0.6 1.0
H 0.7 1.3 -0.1
H -0.9 0.0 0.0
H 0.0 -0.4 -0.6
H -0.3 0.3 0.1
H -0.9 -0.8 0.1
H 0.0 -0.1 0.1
H 0.1 -0.3 0.3
H 0.0 0.7 0.1
C -0.5 -0.2 0.7
N 2.4 -0.5 0.1
C 0.0 0.4 -0.6
C -1.4 -0.1 0.3
S -0.1 1.5 -0.5
N -0.7 -0.2 0.4
C -0.3 -0.1 0.3
C 0.6 -0.3 0.4
H -0.3 0.3 -0.5
H 0.4 -0.5 -0.1
H 0.3 0.4 0.3
H 0.2 -0.8 -0.3
H 0.5 0.8 0.0
H -0.6 -0.1 0.5
H 0.1 -0.6 -0.3
H 0.3 -0.1 -0.2
H -0.1 0.7 0.2
H -0.3 -0.4 0.1
H -0.2 0.2 0.4
H -0.3 0.4 -0.8


Molecular formula: C6H21GdN5O5S
Method: DFT, ωB97M-V/def2-TZVPD

Computed properties:
Lowest unoccupied orbital energy (spin up / spin down) in eV: -3.72 / -3.02
Expectation value of S²: 16.792
Total charge: +1
Relative energy (zero: lowest compared OMol25 entry of this formula, charge and spin) in kcal/mol: 0.0
Molecular weight in g mol⁻¹: 432.58
Total energy in eV: -55909.92765
HOMO-LUMO gap (spin up / spin down) in eV: 5.4 / 6.7
Spin multiplicity: 8
F_max in eV Å⁻¹: 3.59
E_HOMO (spin up / spin down) in eV: -9.14 / -9.67

Last column: Mulliken charge in e.
Positions of all 39 atoms, in Å:
O: -2.402286 -1.175762 0.531488  -0.723
H: -3.237084 -1.669384 0.676898  0.252
Gd: -0.421670 -0.253986 0.548284  0.611
N: 1.060058 0.182448 -1.311879  0.233
N: -1.362667 0.757628 -1.272113  0.213
O: 2.411543 -0.240468 -1.344010  -0.512
O: -2.760269 1.068107 -1.165990  -0.535
C: 0.678504 1.006461 -2.311736  0.616
C: -0.723538 1.288728 -2.322055  0.192
C: 1.570384 1.607046 -3.338669  -1.467
C: -1.403525 2.227499 -3.242720  -1.404
H: 2.594401 1.225944 -3.363624  0.459
H: 1.641466 2.692350 -3.182388  0.362
H: 1.156105 1.495537 -4.350976  0.331
H: -2.453307 2.309619 -2.922766  0.376
H: -1.360251 1.826790 -4.268384  0.335
H: -0.921759 3.222982 -3.214449  0.303
H: 2.917179 0.559488 -1.616321  0.266
H: -3.138458 0.345152 -0.608749  0.375
O: -0.814608 2.057987 1.516847  -0.578
H: 0.000780 2.369684 1.963770  0.337
H: -0.955761 2.696149 0.792095  0.324
C: -1.039931 -2.366081 -0.285764  -0.971
H: -0.325442 -2.838028 0.430284  0.355
H: -0.649765 -1.981621 -1.268750  0.312
H: -1.804504 -3.104205 -0.514057  0.414
O: 2.866778 -3.292602 -1.444430  -0.636
H: 2.698750 -2.298854 -1.413104  0.346
H: 3.103482 -3.494359 -0.517031  0.307
N: -1.161583 -0.800626 2.846764  -0.295
N: -0.296297 -0.622963 3.976172  -0.427
C: 1.041736 -0.478226 3.733243  0.610
N: 1.763284 -0.478053 4.889520  -0.453
S: 1.762807 -0.275227 2.198738  -0.353
H: -1.948699 -0.145624 2.943820  0.325
H: -1.595470 -1.731305 2.860841  0.333
H: -0.543719 -1.183836 4.809722  0.280
H: 2.749136 -0.271528 4.794928  0.246
H: 1.304201 -0.236859 5.766551  0.242

Force components x, y, z for each atom (eV/Å):
O -3.0 1.1 1.2
H 0.9 0.3 -0.3
Gd 0.1 0.6 -0.6
N 0.2 0.5 -1.5
N -1.3 0.4 -1.1
O 0.0 1.2 -0.1
O 0.9 0.0 -0.2
C 0.1 -1.2 0.9
C -0.7 0.0 1.8
C 0.2 0.6 -0.4
C -0.2 0.2 -0.4
H -0.3 -0.1 0.0
H 0.0 -0.1 0.0
H 0.1 -0.1 0.3
H 0.5 0.1 -0.4
H -0.1 0.3 0.2
H -0.2 -0.4 -0.2
H -0.1 -0.9 0.3
H 0.8 0.2 -0.3
O 0.7 0.7 0.1
H -0.6 -0.2 -0.2
H -0.2 -0.3 0.3
C 1.3 -2.9 -1.7
H 0.0 0.3 -0.6
H 0.1 -0.3 0.9
H 0.0 0.2 0.1
O -0.2 1.8 1.0
H 0.4 -1.8 -0.2
H -0.1 0.0 -0.8
N -0.3 0.2 1.6
N -0.4 -0.9 -0.3
C 0.2 0.1 0.9
N -0.2 0.3 -1.0
S 0.4 -0.1 1.4
H 0.3 -0.2 0.0
H 0.4 0.3 -0.1
H 0.2 0.7 -0.6
H -0.2 -0.1 0.2
H 0.3 -0.2 -0.4